Entry from the OMol25 dataset: a structure of composition C21H48INO2P3Yb at a distorted geometry (ωB97M-V/def2-TZVPD).

Last column: Mulliken spin population.
Cartesian coordinates (Å):
C (0.074, -0.132, -7.171)  0.000
C (0.124, 0.079, -5.674)  0.009
H (0.060, 0.868, -7.695)  0.000
H (-0.833, -0.736, -7.380)  0.000
H (0.960, -0.741, -7.448)  0.000
O (0.076, 1.081, -4.970)  0.003
I (0.307, -2.116, -4.380)  0.002
Yb (0.187, 0.220, -2.381)  0.014
P (2.978, -0.050, -2.222)  0.016
C (3.789, 1.312, -1.266)  0.000
C (3.855, -1.504, -1.558)  0.003
H (4.891, -1.326, -1.827)  0.001
H (4.847, -0.122, -3.667)  0.000
H (3.511, -2.427, -2.021)  0.000
H (3.366, -0.683, -4.529)  0.000
H (3.555, 1.247, -0.196)  0.003
H (3.764, -1.588, -0.478)  0.000
C (3.794, 0.065, -3.852)  -0.004
H (4.862, 1.226, -1.422)  0.000
H (3.637, 1.079, -4.218)  0.000
H (3.411, 2.252, -1.686)  0.002
P (-2.689, -0.240, -2.150)  0.002
C (-3.454, 1.133, -1.194)  0.002
C (-3.476, -0.044, -3.798)  0.002
H (-3.279, -2.579, -1.854)  0.000
H (-4.714, -1.539, -1.843)  0.000
H (-3.658, -1.638, -0.408)  0.001
C (-3.678, -1.625, -1.502)  -0.004
H (-3.012, -0.776, -4.460)  0.000
H (-4.552, -0.208, -3.749)  0.000
H (-4.525, 1.163, -1.389)  0.000
H (-2.993, 2.076, -1.500)  -0.002
H (-3.263, 0.958, -4.173)  0.000
H (-3.279, 0.980, -0.125)  0.003
C (0.745, 1.174, -0.004)  0.454
O (0.501, 1.970, -0.922)  0.038
C (-0.898, 3.626, 2.217)  0.050
C (-2.270, 3.118, 2.011)  -0.025
C (-2.761, 2.012, 2.846)  -0.008
C (-3.180, 3.842, 1.109)  -0.006
P (0.099, -0.460, 2.240)  0.356
N (1.118, 0.183, 0.604)  -0.020
C (1.291, -0.268, 3.673)  0.019
C (0.966, -1.314, 4.772)  0.024
C (2.752, -0.347, 3.210)  0.015
C (1.119, 1.106, 4.358)  0.014
C (0.100, -2.259, 1.780)  -0.025
C (-0.964, -2.926, 2.713)  0.041
C (-0.291, -2.554, 0.314)  0.038
C (1.490, -2.923, 1.908)  0.007
H (-0.499, 4.041, 1.263)  -0.003
H (-0.204, 2.861, 2.608)  -0.017
H (-0.884, 4.444, 2.981)  0.000
H (-3.129, 2.368, 3.843)  -0.002
H (-3.596, 1.487, 2.335)  -0.001
H (-1.955, 1.286, 3.063)  0.024
H (-2.738, 3.824, 0.096)  0.001
H (-4.163, 3.352, 1.100)  0.001
H (-3.289, 4.908, 1.383)  0.000
H (1.278, -2.326, 4.488)  0.004
H (1.506, -1.084, 5.718)  -0.002
H (-0.103, -1.294, 5.020)  -0.007
H (2.957, 0.337, 2.372)  -0.009
H (3.381, -0.086, 4.093)  0.001
H (3.017, -1.377, 2.918)  0.000
H (1.337, 1.959, 3.706)  -0.001
H (0.118, 1.190, 4.801)  -0.002
H (1.837, 1.120, 5.206)  0.000
H (-1.914, -2.346, 2.647)  -0.008
H (-1.130, -3.973, 2.382)  -0.002
H (-0.597, -2.938, 3.766)  0.001
H (0.350, -2.010, -0.424)  -0.003
H (-0.110, -3.648, 0.169)  0.001
H (-1.374, -2.358, 0.077)  -0.003
H (2.274, -2.326, 1.381)  0.001
H (1.740, -3.139, 2.961)  -0.002
H (1.431, -3.919, 1.400)  0.001

Properties
Spin multiplicity   2
Expectation value of S²   0.76
Net charge   +2
Max |F|   0.088 hartree/bohr
Gap between HOMO and LUMO (spin up / spin down)   1.74 / 5.26 eV
HOMO energy (spin up / spin down)   -9.2 / -12.7 eV
Energy   -95620.9699 eV
ΔE to the lowest compared entry with this formula, charge and spin   0.0000 eV